21
Properties=species:S:1:pos:R:3 method="wB97M-V/def2-TZVPD" fmax_ha_per_bohr=0.1973 energy_ev=-8951.0168 smiles=CC[C@]12CCN[C@@H]1C2 homo_lumo_gap_ha=0.349 charge=0
C -0.6208 2.3254 0.0785
C 0.2782 1.0519 -0.2332
C -0.3674 -0.1066 0.5867
C 0.7655 -0.9852 1.2593
C 1.5295 -1.2294 -0.1944
N 0.6011 -1.0823 -1.3673
C -0.6307 -1.0726 -0.6165
C -1.7897 -0.1107 -0.1228
H -0.6771 2.3661 1.3322
H -0.2880 3.1896 -0.3557
H -1.8327 2.4192 0.1887
H 0.2664 0.9029 -1.1785
H 1.4213 1.1204 0.2700
H 1.3951 -0.3983 2.1193
H 0.4888 -2.1214 1.5444
H 1.9635 -2.3934 -0.3903
H 2.4185 -0.4301 -0.5120
H 0.7458 -1.8634 -1.8486
H -0.9738 -1.9508 -0.2295
H -1.8228 0.9056 -0.4812
H -2.8707 -0.5369 0.1510

73
Properties=species:S:1:pos:R:3 method="wB97M-V/def2-TZVPD" fmax_ha_per_bohr=0.0355 energy_ev=-75133.0195 homo_lumo_gap_ha="0.272 / 0.292" s2=3.7898 spin_multiplicity=4 charge=-1
Re -0.0708 0.3234 -0.3381
O 3.2559 0.8277 2.1937
C 2.0738 0.8728 1.8905
O 1.4779 0.0226 1.1505
C 1.1954 1.9466 2.5324
C 1.6108 2.4739 3.7271
C 0.7872 3.3401 4.4640
C -0.4982 3.6175 4.0166
C -0.9403 3.0830 2.8253
C -0.0796 2.3028 1.9711
O -0.4594 2.0103 0.8011
N -2.3067 3.2607 2.4641
O -2.9034 4.2179 2.9309
O -2.8317 2.4199 1.7574
N 1.2272 3.8636 5.7024
O 0.4439 4.5389 6.3551
O 2.3632 3.6093 6.0691
H 2.5877 2.2034 4.1071
H -1.1626 4.2273 4.6125
C -0.9082 -0.4297 3.8963
C -0.7372 -1.7963 3.2303
C 0.6670 -2.3426 3.4781
C -1.7844 -2.7617 3.7799
O -0.9061 -1.6163 1.8247
Si -1.3377 -2.6853 0.6921
S -0.4133 -1.8850 -1.0866
O -2.9429 -2.8736 0.5332
C -4.0156 -2.0141 0.1565
C -3.6990 -0.5542 0.4648
C -4.2567 -2.2020 -1.3437
C -5.2209 -2.4719 0.9850
O -0.7473 -4.1523 0.9993
C -0.9117 -5.3995 0.3340
C -1.9282 -6.2099 1.1420
C 0.4657 -6.0663 0.3220
C -1.4022 -5.2094 -1.0966
H -0.9841 -0.5434 4.9748
H -1.8107 0.0526 3.5296
H -0.0536 0.2030 3.6735
H 0.8835 -2.3490 4.5435
H 1.3980 -1.7204 2.9664
H 0.7410 -3.3548 3.0849
H -1.6486 -2.8736 4.8532
H -1.6813 -3.7272 3.2994
H -2.7817 -2.3789 3.5837
H -2.7771 -0.2511 -0.0338
H -3.5646 -0.4037 1.5327
H -4.5021 0.0910 0.1194
H -3.3530 -1.9321 -1.8857
H -5.0755 -1.5709 -1.6789
H -4.4917 -3.2426 -1.5575
H -5.0223 -2.2964 2.0405
H -5.3936 -3.5370 0.8444
H -6.1070 -1.9168 0.6913
H -1.5528 -6.3935 2.1453
H -2.1330 -7.1586 0.6553
H -2.8492 -5.6386 1.2182
H 0.8416 -6.1740 1.3350
H 1.1568 -5.4399 -0.2365
H 0.4093 -7.0452 -0.1461
H -2.3918 -4.7659 -1.0885
H -1.4347 -6.1660 -1.6097
H -0.7330 -4.5383 -1.6265
C 2.6345 -0.4199 -1.6488
C 1.7239 0.7407 -1.4034
O 1.9603 1.8867 -1.6057
H 3.5583 -0.0825 -2.1144
H 2.1311 -1.1714 -2.2526
H 2.8504 -0.8620 -0.6759
F -0.8254 2.4205 -2.1333
C -1.2274 1.1284 -1.9158
F -1.0408 0.5088 -3.1372
H -2.3273 1.1900 -1.7935

95
Properties=species:S:1:pos:R:3 method="wB97M-V/def2-TZVPD" fmax_ha_per_bohr=0.0302 energy_ev=-141680.5947 smiles="CC(N)=O.CC(N)=O.CC(N)=O.CC(C)O.CC(C)O.CC(C)O.ClCCCl.ClCCCl.ClCCCl.ClCCCl" homo_lumo_gap_ha=0.325 charge=0
C 4.3892 0.1347 1.2897
C 4.4077 1.3037 0.3620
N 5.6145 1.6183 -0.1921
O 3.3618 1.9013 0.0591
H 5.2710 0.0083 1.9117
H 4.1740 -0.7856 0.7322
H 3.5241 0.1817 1.9589
H 5.6478 2.2813 -0.9444
H 6.4069 1.0088 -0.0932
C -1.4106 -1.1426 1.0523
C -1.0011 0.0438 0.2265
N 0.3272 0.1905 0.0059
O -1.8173 0.8076 -0.2375
H -1.0770 -2.0851 0.6194
H -2.4877 -1.0959 1.1720
H -1.0353 -1.1480 2.0816
H 0.9896 -0.2804 0.5830
H 0.5930 0.9704 -0.5793
C -3.1861 3.9259 -1.2561
C -4.2399 3.5824 -0.2495
N -3.8607 2.7173 0.7415
O -5.3543 4.1074 -0.2866
H -3.5350 4.0426 -2.2789
H -2.3571 3.2132 -1.2767
H -2.7490 4.8951 -0.9972
H -4.5096 2.6304 1.4968
H -3.0788 2.0910 0.5936
C 1.5748 1.6598 5.5803
C 2.3717 2.8044 4.9663
C 1.7038 3.3927 3.7575
O 2.6252 3.8201 5.9551
H 1.6926 0.7633 4.9732
H 0.5383 2.0085 5.6077
H 1.8759 1.4884 6.6091
H 3.3741 2.4821 4.6720
H 0.7740 3.9223 3.9879
H 1.4542 2.6370 3.0037
H 2.3837 4.0797 3.2477
H 1.7816 4.1935 6.2396
C 1.3666 -4.1309 0.6140
C 1.2319 -5.4539 -0.1223
C 2.0988 -5.5629 -1.3511
O 1.5935 -6.4877 0.8472
H 0.8396 -4.1710 1.5659
H 0.9012 -3.3317 0.0202
H 2.4100 -3.8330 0.7608
H 0.1671 -5.5694 -0.3582
H 1.8381 -6.4525 -1.9385
H 3.1753 -5.6077 -1.1690
H 1.9429 -4.7056 -2.0178
H 1.9275 -7.2385 0.3432
C 3.0427 3.6759 -2.9960
C 1.5650 3.3733 -2.8285
C 0.9034 2.9409 -4.1167
O 1.3429 2.3223 -1.8768
H 3.6012 2.7836 -3.3020
H 3.4612 4.0638 -2.0646
H 3.1762 4.4501 -3.7538
H 1.1067 4.3022 -2.4527
H 1.4973 2.1401 -4.5799
H 0.8510 3.7620 -4.8384
H -0.1024 2.5379 -4.0018
H 1.9945 2.4034 -1.1441
Cl -5.5286 -0.0288 -3.1330
C -3.8513 -0.4621 -2.7571
C -2.9393 -0.2536 -3.9212
Cl -2.6874 1.4899 -4.2436
H -3.7678 -1.4977 -2.4328
H -3.5452 0.1779 -1.9318
H -3.2737 -0.6521 -4.8713
H -1.9708 -0.6886 -3.6730
Cl -2.3408 -6.1719 -0.6424
C -2.9148 -4.9523 -1.7806
C -3.2287 -3.5947 -1.1065
Cl -4.0810 -3.7287 0.4508
H -3.7895 -5.3059 -2.3183
H -2.1128 -4.7445 -2.4868
H -3.8489 -2.9517 -1.7209
H -2.2765 -3.0939 -0.9225
Cl -4.1850 -0.7157 3.0320
C -4.5035 0.0587 4.6090
C -3.3253 -0.0329 5.5636
Cl -1.7274 0.5611 4.9602
H -5.3267 -0.4703 5.0866
H -4.8352 1.0741 4.4195
H -3.1076 -1.0624 5.8088
H -3.5040 0.5749 6.4445
Cl 2.9542 -2.4076 -4.5626
C 2.7089 -1.1356 -3.3253
C 1.2966 -0.6380 -3.2702
Cl 0.0933 -1.9138 -2.8372
H 3.3617 -0.3116 -3.6048
H 3.0383 -1.5688 -2.3840
H 0.9656 -0.2845 -4.2440
H 1.1640 0.1509 -2.5390

90
Properties=species:S:1:pos:R:3 method="wB97M-V/def2-TZVPD" fmax_ha_per_bohr=0.0710 energy_ev=-135476.7101 homo_lumo_gap_ha=0.289 charge=0
C 3.8026 12.8348 -6.8671
S 2.2256 12.0695 -6.3052
O 1.7315 11.1501 -7.3675
C 2.9201 11.0110 -4.9549
H 3.7269 13.4069 -7.7886
H 4.5238 12.0458 -7.1012
H 4.2197 13.3330 -5.9918
H 3.7799 10.4874 -5.3716
H 2.2122 10.2448 -4.6324
H 3.0792 11.5177 -4.0025
C 11.1516 12.3111 -8.4391
S 10.3168 11.0496 -7.4104
O 10.3541 11.4775 -5.9621
C 8.5533 11.2859 -7.9585
H 10.9936 13.3250 -8.0740
H 10.8588 12.2589 -9.4897
H 12.2365 12.2250 -8.5178
H 8.4377 11.4993 -9.0196
H 8.2074 12.1944 -7.4553
H 7.8799 10.5149 -7.5910
C 1.0002 12.9633 -11.1428
S 2.7088 13.6353 -10.9314
O 3.6300 12.5319 -11.3181
C 2.7854 14.7654 -12.3458
H 0.5820 13.0594 -12.1433
H 0.4278 13.5200 -10.3976
H 0.9011 11.9242 -10.8314
H 2.2421 14.3095 -13.1739
H 3.8181 14.9674 -12.6177
H 2.2559 15.6980 -12.1420
C 10.4112 20.2840 -12.4843
S 8.6677 20.7199 -12.1914
O 8.1208 19.6486 -11.2805
C 8.9928 22.1416 -11.0571
H 10.3627 19.9372 -13.5191
H 10.9243 19.5582 -11.8620
H 10.8736 21.2704 -12.5497
H 9.4283 22.8870 -11.7213
H 9.6637 21.8585 -10.2471
H 8.0448 22.3922 -10.5848
C 6.6599 10.9021 -11.7010
S 6.3069 9.0715 -11.4099
O 6.7291 8.8847 -9.9452
C 4.5009 9.3002 -11.3525
H 5.8184 11.1137 -12.3672
H 7.6007 11.1803 -12.1707
H 6.4838 11.5930 -10.8775
H 4.0862 8.9992 -12.3178
H 4.2997 10.3426 -11.1243
H 3.9481 8.6529 -10.6725
C 11.0753 16.5225 -8.4783
S 12.7939 16.1377 -8.0890
O 13.0174 14.8780 -8.8212
C 13.5761 17.4341 -9.1474
H 10.3740 15.8762 -7.9547
H 10.9996 16.3336 -9.5510
H 10.8096 17.5695 -8.3250
H 14.6551 17.3008 -9.1940
H 13.3048 18.4324 -8.8026
H 13.2224 17.3301 -10.1752
C 5.8452 14.4938 -10.2695
S 7.6200 14.8996 -10.0339
O 8.3771 13.6233 -10.3902
C 7.9931 16.0420 -11.4570
H 5.7203 13.6174 -9.6334
H 5.7622 14.1237 -11.2925
H 5.0800 15.2411 -10.0699
H 7.6390 15.4742 -12.3178
H 9.0756 16.1412 -11.4904
H 7.5195 17.0195 -11.3744
C 7.1781 19.3213 -15.0380
S 8.3357 18.2607 -15.9620
O 9.4938 18.1663 -15.0182
C 7.3741 16.7722 -15.6827
H 7.7474 20.2233 -14.8148
H 6.9674 18.8796 -14.0630
H 6.2397 19.5359 -15.5473
H 7.8707 15.9411 -16.2017
H 6.3761 16.6986 -16.1132
H 7.4844 16.3637 -14.6767
C 11.5351 10.7354 -14.0548
S 12.2821 12.3673 -13.8604
O 12.5704 12.9213 -15.2219
C 10.8751 13.2920 -13.2198
H 12.1449 10.2257 -14.8017
H 10.5395 10.6857 -14.5022
H 11.5263 10.1967 -13.1086
H 10.0171 13.1906 -13.8853
H 11.1204 14.3432 -13.0727
H 10.5490 12.9871 -12.2222